(1)
57
Properties=species:S:1:pos:R:3 method="wB97M-V/def2-TZVPD" lumo_ev="-12.02 / -16.08" gap_ev="7.76 / 4.97" total_charge=+4 multiplicity=6 mol_weight_g_mol=589.700 e_homo_ev="-19.78 / -21.05"
C 1.92 -2.38 2.73
C -1.32 -1.80 1.82
H 2.76 0.94 -2.59
C 0.61 -0.43 2.29
N -2.11 1.53 -1.82
C 0.75 -2.19 0.65
C 0.01 -3.77 2.31
N 1.20 -3.14 1.68
C -1.86 -0.93 -1.16
H -5.17 1.47 -2.37
H -1.88 -2.39 1.07
Ir -0.86 0.64 -0.76
C 1.75 2.52 -1.55
H 0.94 0.64 -4.26
H -0.04 0.34 2.73
H -4.70 3.21 -2.36
C -0.13 -2.03 3.92
H 2.62 2.73 -0.93
H -0.96 2.18 -4.27
H -1.98 -1.06 2.31
H -4.42 2.22 -3.83
H 2.22 -3.09 3.52
H 1.64 -1.74 0.21
H 2.35 2.68 2.96
H 0.22 -2.74 4.69
C 1.48 3.25 2.60
N -0.90 -2.76 2.89
C 1.83 1.50 -2.49
H 1.79 4.25 2.26
H -0.78 -1.26 4.37
H 2.92 -2.73 -2.48
C -3.11 1.89 -2.28
H 0.36 -4.45 3.10
N 0.48 1.95 0.58
C -2.00 1.07 0.70
H 0.71 3.35 3.38
C -4.45 2.21 -2.73
H 1.98 -2.54 -4.01
C 1.20 -1.56 -2.36
H 0.21 -2.74 -0.14
C -0.26 2.21 -3.44
C 1.91 -2.69 -2.93
C 0.80 1.34 -3.43
N 1.05 -1.34 3.35
H -1.11 4.00 -2.58
O -2.47 -1.79 -1.65
C 0.90 2.56 1.47
N 0.67 -0.68 -1.86
O -2.72 1.57 1.47
H 1.35 -3.61 -2.70
C 0.65 3.37 -1.55
C -0.34 3.23 -2.49
N -0.13 -1.11 1.19
H 2.79 -1.90 2.29
H 1.50 0.05 1.87
H -0.53 -4.32 1.53
H 0.65 4.26 -0.91

---

(2)
73
Properties=species:S:1:pos:R:3 method="wB97M-V/def2-TZVPD" lumo_ev="-7.47 / -7.44" gap_ev="5.72 / 5.85" total_charge=+2 multiplicity=2 mol_weight_g_mol=563.436 de_lowest_kj_mol=66.1 e_homo_ev="-13.19 / -13.28"
O -4.50 -2.31 -0.55
C 3.81 -0.90 -2.01
H -0.95 -2.89 -1.70
N 1.13 -0.52 0.46
H 2.24 2.22 0.83
C -2.55 2.02 -1.81
H 0.19 -2.76 1.51
C -1.07 1.73 -2.05
C -1.49 1.70 2.50
H 0.87 2.63 -1.60
C -5.13 0.19 1.05
H 3.22 0.14 6.25
H -0.03 -2.89 3.25
H -6.04 -0.26 0.67
H -2.77 3.05 -2.10
C 1.34 -1.32 2.70
H -2.80 1.92 -0.75
H 3.75 -1.17 0.10
H 1.21 -0.03 -4.02
C 3.82 -0.63 -4.51
H -1.92 0.45 -4.33
H -0.60 2.87 3.67
C 1.97 -1.36 3.92
H 4.16 1.16 3.49
C 2.81 0.49 1.99
C 0.13 -2.18 2.44
H 3.68 -1.54 5.98
C -0.17 2.67 -1.26
C -5.21 1.35 1.80
C -1.03 -2.53 -2.73
C 1.75 -0.27 -3.11
O -0.50 1.17 2.04
H -0.51 3.70 -1.37
Fe -0.76 -0.66 0.57
C 3.20 -0.89 -0.79
H -5.39 -1.94 -0.43
H -1.69 -3.21 -3.26
H -0.86 1.83 -3.12
C 3.40 0.43 3.25
H -4.06 2.79 2.94
O -1.51 2.65 3.41
C -3.89 -0.37 0.82
H -6.16 1.82 2.00
H -2.39 -1.18 -4.79
C 1.09 -0.27 -1.90
H -3.21 1.37 -2.39
C -2.84 1.26 2.03
N -2.77 0.17 1.29
H 3.62 1.38 0.16
C 1.83 -0.55 -0.70
H -0.18 2.43 -0.19
C 3.14 1.66 1.09
H 3.82 2.34 1.61
C 3.03 -0.50 4.21
C 1.81 -0.46 1.69
H -0.05 -2.58 -3.19
H 4.76 -0.23 5.47
C -3.57 -1.63 0.08
C 3.12 -0.58 -3.19
C -1.65 -0.60 -4.24
P -0.69 -0.02 -1.63
H -2.61 -1.12 -2.41
H 1.64 -2.07 4.67
H 4.72 -0.01 -4.49
C -1.59 -1.10 -2.80
C -4.04 1.90 2.32
O -2.42 -2.01 0.05
H 4.86 -1.18 -2.08
H -0.69 -0.75 -4.76
H -0.83 -1.60 2.46
H 4.13 -1.65 -4.74
H 3.19 -0.28 -5.32
C 3.71 -0.54 5.55

---

(3)
81
Properties=species:S:1:pos:R:3 method="wB97M-V/def2-TZVPD" lumo_ev=-3.88 gap_ev=8.00 total_charge=+1 mol_weight_g_mol=531.114 smiles="C#CCCC[C@@H]1O[C@](CCCCCOC(C)=O)(C[C@H]2CO2)N(OCCC)C(NCCO)=[N+]1CCCCl" e_homo_ev=-11.88
C 0.68 -1.68 0.82
N 1.00 0.70 -0.71
N 3.34 0.25 -0.42
C -0.28 -0.64 -4.37
C -1.67 -3.46 -0.81
H 7.64 0.03 0.37
O -3.05 5.00 3.03
C 2.12 -0.20 -0.38
H 3.92 -3.34 -1.54
N 1.86 -1.57 -0.07
H -4.93 0.70 0.62
C -1.07 1.83 3.81
H -1.67 0.98 -1.35
C -1.42 1.21 -0.28
C 2.43 -4.99 -1.60
H 0.22 2.34 -2.51
C 0.61 1.38 -2.93
H 0.55 0.38 3.57
C -3.11 5.38 0.45
H -0.88 -1.27 -3.65
H 1.44 1.32 1.73
H -2.16 4.10 4.77
H 4.98 -0.99 -1.04
H -2.68 0.27 1.58
H -2.07 -2.64 1.28
H 1.35 -5.13 -1.31
H -1.47 1.05 -3.65
C -0.32 0.74 2.94
H 1.03 -1.28 1.82
H -1.64 -4.38 1.18
H -0.34 2.49 4.37
C -3.17 -3.58 -1.18
H -1.11 -4.35 -1.22
H 3.45 1.23 -0.72
C -0.13 0.49 0.27
H -0.27 1.48 -5.03
Cl 2.59 -4.94 -3.42
O 0.64 0.29 -1.99
H -0.97 -0.17 2.82
H 0.18 -3.31 2.23
O 6.91 0.30 -0.22
H -1.61 1.25 4.63
H 3.05 -5.85 -1.22
C -0.42 0.93 -4.07
C -4.31 -3.58 -1.56
O -0.45 -0.88 0.45
H -0.99 4.52 3.45
H -2.01 2.79 1.95
C 5.69 0.41 0.51
H 5.38 1.49 0.54
C -2.04 4.18 3.65
H -4.33 1.38 -1.15
H -4.16 4.98 0.47
C -2.75 0.54 0.46
H 1.61 1.49 -3.46
H -3.15 6.39 -0.06
C -1.40 -3.36 0.74
H 0.00 2.36 1.47
C 2.94 -3.61 -1.04
C 0.15 -3.14 1.11
H -3.21 2.35 3.32
H 0.76 -3.97 0.66
H 0.79 -1.00 -4.32
C -2.53 5.66 1.89
H 0.85 -2.85 -1.58
H 3.19 -3.67 0.07
H 5.89 0.06 1.57
H -0.67 -0.89 -5.40
C 4.55 -0.54 -0.10
H -1.26 -2.55 -1.33
C 1.85 -2.46 -1.27
C -2.16 2.68 3.06
O -3.61 -0.26 -0.42
C -4.18 1.18 -0.06
C 0.31 1.28 1.58
H -1.46 2.31 -0.08
H 4.27 -1.33 0.65
O -1.66 6.48 2.02
H -2.40 4.71 -0.12
H -5.27 -3.65 -2.10
H 2.24 -1.86 -2.15

---

Quick rundown of DFT total energy, same order as above: -1414.503332, -3141.722570, -2092.995252 hartree